# 1
Below is a structure of composition C43H52Cl2N4O3PPt, with properties calculated with ωB97M-V/def2-TZVPD.

Calculated values
E_HOMO (spin up / spin down) = -9.526 / -9.526 eV
molar mass = 969.87 g/mol
ΔE to the lowest compared entry with this formula, charge and spin = 131.56 kJ/mol
E_tot = -95113.941 eV
E_LUMO (spin up / spin down) = -4.8 / -4.8 eV
total charge = +1

Geometry (Å):
1 Pt -0.73 -1.52 1.33
2 C -0.58 1.60 6.03
3 C -0.02 1.70 4.76
4 C -0.12 0.66 3.86
5 C -0.80 -0.51 4.23
6 C -1.37 -0.61 5.51
7 C -1.24 0.44 6.40
8 N -0.83 -1.59 3.38
9 N -1.15 -2.75 3.84
10 C -1.22 -3.76 2.99
11 C -1.64 -5.04 3.40
12 C -1.88 -5.99 2.45
13 C -1.63 -5.70 1.10
14 C -1.14 -4.46 0.77
15 N -0.93 -3.50 1.67
16 H -0.48 2.41 6.73
17 H 0.51 2.60 4.48
18 H 0.33 0.72 2.88
19 H -1.89 -1.51 5.78
20 H -1.66 0.35 7.39
21 H -1.79 -5.21 4.45
22 H -2.27 -6.96 2.74
23 H -1.82 -6.43 0.33
24 H -0.91 -4.22 -0.26
25 Cl -2.26 6.79 0.96
26 C -1.94 6.40 -0.69
27 C -1.44 7.37 -1.55
28 C -1.19 7.05 -2.87
29 C -1.39 5.75 -3.32
30 C -1.87 4.78 -2.46
31 Cl -1.99 3.15 -3.01
32 C -2.20 5.09 -1.13
33 N -2.68 4.15 -0.25
34 C -3.74 3.28 -0.48
35 C -4.63 3.51 -1.54
36 C -5.70 2.66 -1.75
37 C -5.92 1.59 -0.89
38 C -5.06 1.38 0.17
39 C -3.96 2.19 0.38
40 C -3.02 1.88 1.52
41 C -2.34 0.54 1.30
42 O -2.97 -0.53 1.38
43 O -1.09 0.54 1.08
44 H -1.26 8.36 -1.18
45 H -0.82 7.80 -3.54
46 H -1.16 5.49 -4.34
47 H -2.51 4.38 0.72
48 H -4.50 4.37 -2.17
49 H -6.38 2.85 -2.56
50 H -6.77 0.94 -1.04
51 H -5.22 0.55 0.84
52 H -3.59 1.81 2.45
53 H -2.23 2.63 1.63
54 O 1.46 -1.07 0.43
55 P 1.94 -0.97 -0.98
56 C 2.87 -2.53 -1.49
57 C 2.43 -3.76 -0.70
58 C 2.87 -3.76 0.77
59 C 4.16 -2.97 0.96
60 C 5.05 -3.10 -0.27
61 C 4.40 -2.44 -1.50
62 C 2.99 0.54 -1.31
63 C 2.21 1.85 -1.41
64 C 1.57 2.24 -0.07
65 C 2.50 1.94 1.10
66 C 3.95 1.89 0.63
67 C 4.13 0.68 -0.28
68 C 0.44 -0.68 -2.07
69 C 0.70 -0.46 -3.57
70 C 0.75 -1.73 -4.40
71 C -0.47 -2.61 -4.15
72 C -0.57 -2.93 -2.66
73 C -0.71 -1.65 -1.85
74 H 2.56 -2.68 -2.53
75 H 2.86 -4.63 -1.20
76 H 1.35 -3.87 -0.73
77 H 3.01 -4.79 1.09
78 H 2.09 -3.33 1.40
79 H 4.70 -3.34 1.84
80 H 3.92 -1.92 1.15
81 H 5.21 -4.16 -0.47
82 H 6.02 -2.65 -0.09
83 H 4.78 -2.94 -2.39
84 H 4.72 -1.40 -1.57
85 H 3.43 0.34 -2.30
86 H 1.45 1.80 -2.19
87 H 2.91 2.62 -1.71
88 H 0.63 1.71 0.07
89 H 1.33 3.31 -0.11
90 H 2.25 0.97 1.53
91 H 2.38 2.69 1.89
92 H 4.62 1.80 1.48
93 H 4.20 2.82 0.11
94 H 4.16 -0.20 0.35
95 H 5.09 0.76 -0.79
96 H 0.12 0.28 -1.64
97 H 1.63 0.10 -3.70
98 H -0.11 0.17 -3.95
99 H 1.66 -2.30 -4.19
100 H 0.79 -1.45 -5.46
101 H -0.40 -3.53 -4.73
102 H -1.37 -2.08 -4.48
103 H 0.32 -3.48 -2.37
104 H -1.44 -3.57 -2.49
105 H -0.79 -1.86 -0.75
106 H -1.64 -1.15 -2.15

=====

# 2
Below is a cluster of 9 separate species, C43H52N11O4PS in total, with properties calculated with ωB97M-V/def2-TZVPD.

Calculated values
E_HOMO = -7.919 eV
molar mass = 850.00 g/mol
ΔE to the lowest compared entry with this formula, charge and spin = 598.19 kJ/mol
E_tot = -90128.025 eV
E_LUMO = -2.4 eV

Geometry (Å):
1 C -1.19 6.73 1.47
2 C -2.44 5.71 1.71
3 O -1.94 4.37 2.01
4 C -2.89 3.36 1.60
5 C -2.90 3.11 0.00
6 O -2.14 1.91 -0.40
7 C -1.26 2.42 -1.43
8 C 0.25 2.55 -1.09
9 C 1.19 3.14 -2.21
10 O 2.59 3.26 -1.92
11 C 2.72 3.93 -0.66
12 N 3.12 4.63 0.24
13 C 0.60 3.58 -3.60
14 P 1.68 4.34 -4.96
15 O 1.27 5.81 -5.18
16 C -0.93 3.40 -3.92
17 N -1.71 3.72 -5.08
18 S -3.37 3.32 -4.85
19 N -3.28 2.69 -3.25
20 C -1.90 2.80 -2.83
21 H -1.64 7.59 0.84
22 H -0.38 6.26 0.79
23 H -0.77 7.13 2.46
24 H -3.03 5.74 0.71
25 H -3.17 6.10 2.52
26 H -3.94 3.73 1.94
27 H -2.75 2.35 2.15
28 H -3.97 3.12 -0.44
29 H -2.39 4.05 -0.45
30 H 0.58 2.23 -0.05
31 H 1.52 3.54 -6.17
32 H 3.04 4.29 -4.48
33 C -0.23 0.83 2.65
34 C -0.62 -0.20 1.76
35 C -0.17 -1.39 2.27
36 N 0.49 -1.12 3.44
37 C 0.45 0.23 3.68
38 H -0.42 1.88 2.55
39 H -1.18 -0.08 0.84
40 H -0.26 -2.40 1.90
41 H 0.93 -1.81 4.03
42 H 0.91 0.64 4.57
43 C -4.35 6.00 -9.50
44 C -5.46 5.25 -9.01
45 C -4.97 4.33 -8.11
46 N -3.61 4.49 -8.04
47 C -3.23 5.51 -8.88
48 H -4.38 6.80 -10.22
49 H -6.49 5.38 -9.29
50 H -5.47 3.58 -7.52
51 H -2.99 3.95 -7.46
52 H -2.19 5.79 -8.96
53 C -3.64 -1.84 5.76
54 C -3.41 -1.19 7.00
55 C -2.11 -0.76 7.01
56 N -1.53 -1.13 5.82
57 C -2.46 -1.78 5.05
58 H -4.55 -2.30 5.42
59 H -4.13 -1.06 7.80
60 H -1.54 -0.23 7.76
61 H -0.58 -0.94 5.55
62 H -2.20 -2.15 4.07
63 C 4.80 -4.33 2.40
64 C 3.86 -3.56 3.13
65 C 2.84 -3.23 2.28
66 N 3.12 -3.77 1.05
67 C 4.31 -4.45 1.12
68 H 5.72 -4.76 2.76
69 H 3.94 -3.28 4.18
70 H 1.94 -2.66 2.44
71 H 2.54 -3.68 0.23
72 H 4.71 -4.95 0.25
73 C -2.78 9.04 -3.89
74 C -1.73 9.94 -3.58
75 C -0.58 9.20 -3.48
76 N -0.90 7.88 -3.71
77 C -2.24 7.78 -3.96
78 H -3.82 9.28 -4.04
79 H -1.81 11.00 -3.45
80 H 0.44 9.49 -3.27
81 H -0.24 7.11 -3.69
82 H -2.68 6.82 -4.17
83 C -0.35 -7.87 -0.73
84 C -0.91 -7.63 0.55
85 C -0.18 -6.63 1.13
86 N 0.81 -6.25 0.26
87 C 0.71 -7.00 -0.88
88 H -0.68 -8.59 -1.46
89 H -1.75 -8.14 0.99
90 H -0.27 -6.15 2.10
91 H 1.50 -5.54 0.43
92 H 1.40 -6.85 -1.70
93 C 5.40 -4.36 8.32
94 C 6.05 -3.25 7.72
95 C 5.12 -2.58 6.97
96 N 3.93 -3.25 7.08
97 C 4.09 -4.33 7.91
98 H 5.84 -5.10 8.98
99 H 7.09 -2.97 7.84
100 H 5.20 -1.69 6.36
101 H 3.07 -2.99 6.63
102 H 3.26 -4.99 8.13
103 C 2.74 -9.93 -1.84
104 C 3.65 -11.02 -1.85
105 C 3.38 -11.77 -2.97
106 N 2.33 -11.17 -3.63
107 C 1.95 -10.05 -2.95
108 H 2.68 -9.15 -1.10
109 H 4.42 -11.23 -1.12
110 H 3.83 -12.67 -3.35
111 H 1.92 -11.51 -4.48
112 H 1.14 -9.43 -3.32

=====

Q: Number 1 is which compound?
A: C43H52Cl2N4O3PPt

=====

Q: Which of these has the highest ΔE to the lowest compared entry with this formula, charge and spin?
A: C43H52N11O4PS

=====

Q: Look up the ΔE to the lowest compared entry with this formula, charge and spin of the first one.
A: 131.56 kJ/mol